[1]
{
  "formula": "C27H34CaN5O4",
  "method": "ωB97M-V with the def2-TZVPD basis set",
  "charge": 1,
  "lumo_energy_ev": -3.1,
  "e_tot_ha": -2301.5800,
  "multiplicity": 1,
  "homo_ev": -10.4,
  "gap_ev": 7.35,
  "species": ["Ca", "C", "C", "C", "C", "C", "N", "C", "C", "C", "N", "C", "C", "C", "C", "C", "C", "C", "C", "N", "C", "C", "C", "N", "C", "C", "C", "C", "O", "C", "O", "H", "H", "H", "H", "H", "H", "H", "H", "H", "H", "H", "H", "H", "H", "H", "H", "H", "H", "H", "H", "H", "H", "H", "H", "H", "H", "H", "H", "N", "C", "C", "C", "O", "O", "H", "H", "H", "H", "H", "H"],
  "positions_angstrom": [[-0.245, -0.124, -0.620], [0.778, 3.433, 5.723], [0.597, 2.967, 4.299], [1.023, 3.698, 3.225], [0.833, 3.240, 1.897], [1.329, 3.980, 0.797], [1.243, 3.633, -0.457], [1.800, 4.403, -1.581], [2.686, 3.568, -2.510], [4.096, 3.269, -2.002], [4.097, 2.482, -0.758], [3.600, 1.273, -0.592], [3.350, 0.260, -1.516], [3.987, 0.071, -2.779], [3.784, -1.053, -3.514], [4.479, -1.300, -4.828], [2.844, -2.006, -3.020], [2.143, -1.858, -1.861], [1.033, -2.797, -1.553], [0.047, -2.447, -0.839], [-1.131, -3.313, -0.676], [-2.163, -2.598, 0.218], [-1.587, -2.125, 1.576], [-1.089, -0.720, 1.515], [-0.813, -0.142, 2.617], [-0.224, 1.215, 2.766], [-0.006, 1.712, 4.028], [0.158, 2.023, 1.643], [-0.082, 1.685, 0.449], [2.392, -0.695, -1.034], [1.762, -0.488, 0.045], [1.179, 4.446, 5.757], [1.465, 2.784, 6.274], [-0.172, 3.432, 6.261], [1.525, 4.650, 3.385], [1.855, 4.912, 0.996], [0.725, 2.770, -0.668], [2.346, 5.254, -1.170], [0.964, 4.794, -2.156], [2.796, 4.124, -3.443], [2.162, 2.638, -2.749], [4.635, 4.190, -1.781], [4.663, 2.756, -2.771], [4.212, 3.010, 0.092], [3.312, 1.043, 0.430], [4.703, 0.799, -3.141], [5.300, -0.599, -4.978], [3.789, -1.192, -5.668], [4.889, -2.310, -4.873], [2.644, -2.886, -3.629], [1.066, -3.777, -2.039], [-0.853, -4.272, -0.233], [-1.568, -3.517, -1.654], [-3.001, -3.272, 0.392], [-2.566, -1.731, -0.318], [-0.746, -2.769, 1.850], [-2.335, -2.224, 2.363], [-0.990, -0.663, 3.563], [-0.308, 1.096, 4.875], [-2.672, 1.092, -1.011], [-2.770, 1.928, -2.239], [-2.003, 1.297, -3.408], [-0.707, 0.778, -2.845], [-0.602, -0.479, -2.690], [0.145, 1.586, -2.371], [-3.478, 0.486, -0.917], [-2.656, 1.686, -0.191], [-2.322, 2.892, -2.006], [-3.803, 2.112, -2.526], [-1.828, 2.044, -4.184], [-2.555, 0.461, -3.831]]
}


[2]
{
  "formula": "C2H2BaFO",
  "method": "ωB97M-V with the def2-TZVPD basis set",
  "charge": 1,
  "lumo_energy_ev": -5.1,
  "e_tot_ha": -277.6398,
  "multiplicity": 1,
  "homo_ev": -10.6,
  "gap_ev": 5.51,
  "species": ["C", "C", "F", "O", "H", "H", "Ba"],
  "positions_angstrom": [[-0.138, 0.617, 0.168], [-0.544, -0.716, 0.353], [-1.116, 1.450, -0.293], [0.515, -0.043, -0.881], [-1.551, -1.008, 0.053], [0.040, -1.387, 0.983], [2.795, 1.086, -0.383]]
}


[3]
{
  "formula": "C10H21N3O4",
  "method": "ωB97M-V with the def2-TZVPD basis set",
  "charge": 0,
  "lumo_energy_ev": 0.3,
  "e_tot_ha": -858.8818,
  "multiplicity": 1,
  "homo_ev": -9.4,
  "gap_ev": 9.66,
  "species": ["C", "C", "C", "C", "C", "C", "C", "C", "C", "C", "H", "H", "H", "H", "H", "H", "H", "H", "H", "H", "H", "H", "H", "H", "H", "H", "H", "H", "H", "H", "H", "N", "N", "N", "O", "O", "O", "O"],
  "positions_angstrom": [[0.882, 1.330, 1.266], [1.761, 1.306, -0.108], [0.754, 2.789, 1.690], [-0.140, 3.574, 0.767], [0.536, -0.706, -0.981], [0.906, -1.794, -1.933], [-0.873, -0.225, -1.379], [-1.922, -0.770, -0.432], [-2.198, -2.244, -0.528], [-3.514, -2.653, 0.111], [1.489, -0.350, 2.239], [2.562, 0.904, 2.230], [-0.133, 0.939, 1.091], [1.779, 3.185, 1.591], [0.692, 2.147, 3.447], [-1.184, 3.323, 0.932], [0.109, 3.370, -0.257], [-0.021, 4.653, 0.968], [2.094, 0.521, -1.848], [0.470, -1.082, 0.032], [-0.874, 0.857, -1.330], [-1.064, -0.553, -2.393], [-1.747, -0.544, 0.602], [-2.869, -0.262, -0.598], [-1.393, -2.804, -0.064], [-2.219, -2.564, -1.608], [-3.606, -3.706, -0.025], [-4.334, -2.125, -0.417], [-2.897, -2.878, 2.017], [-3.493, -1.438, 1.802], [2.119, -2.266, -3.259], [1.560, 0.644, 2.350], [1.583, 0.337, -0.991], [-3.611, -2.386, 1.541], [2.522, 2.247, -0.328], [0.270, 2.937, 3.025], [0.323, -2.836, -2.045], [1.964, -1.491, -2.689]]
}


[4]
{
  "formula": "C6H8ClNO2S",
  "method": "ωB97M-V with the def2-TZVPD basis set",
  "charge": 0,
  "lumo_energy_ev": 0.4,
  "e_tot_ha": -1296.9563,
  "multiplicity": 1,
  "homo_ev": -9.6,
  "gap_ev": 9.95,
  "species": ["C", "C", "C", "C", "C", "C", "N", "O", "O", "S", "Cl", "H", "H", "H", "H", "H", "H", "H", "H"],
  "positions_angstrom": [[1.337, 1.211, -0.396], [0.071, 1.310, -0.057], [1.472, -0.829, 0.948], [2.122, -0.020, -0.117], [-0.623, 0.099, 0.373], [-1.932, 0.232, 1.091], [0.227, -0.952, 1.131], [0.376, -0.996, -1.953], [-1.916, 0.007, -2.059], [-0.916, -0.690, -1.316], [-1.760, -2.389, -0.624], [1.765, 1.940, -1.071], [-0.702, 2.129, -0.227], [2.110, -1.290, 1.596], [1.910, -0.516, -1.177], [3.119, 0.173, 0.075], [-2.668, 0.396, 0.332], [-1.841, 0.886, 1.922], [-2.151, -0.700, 1.527]]
}


[5]
{
  "formula": "C2H4OS2",
  "method": "ωB97M-V with the def2-TZVPD basis set",
  "charge": 0,
  "lumo_energy_ev": [-0.2, 0.1],
  "e_tot_ha": -950.0744,
  "multiplicity": 1,
  "homo_ev": [-8.0, -7.9],
  "gap_ev": [7.72, 8.04],
  "species": ["C", "C", "O", "S", "S", "H", "H", "H", "H"],
  "positions_angstrom": [[1.127, -0.465, -1.584], [-0.279, 0.459, -0.047], [0.781, -0.170, -0.401], [-1.006, -0.381, 2.841], [-0.267, 1.072, 1.622], [2.191, -0.682, -1.502], [0.549, -0.135, -2.380], [-0.880, 0.814, -0.880], [-2.217, -0.512, 2.331]]
}


[6]
{
  "formula": "C13H13NO",
  "method": "ωB97M-V with the def2-TZVPD basis set",
  "charge": 0,
  "lumo_energy_ev": [-0.8, -0.8],
  "e_tot_ha": -632.9863,
  "multiplicity": 1,
  "homo_ev": [-7.3, -7.3],
  "gap_ev": [6.46, 6.46],
  "species": ["C", "C", "C", "C", "C", "C", "C", "C", "C", "C", "C", "C", "C", "N", "O", "H", "H", "H", "H", "H", "H", "H", "H", "H", "H", "H", "H", "H"],
  "positions_angstrom": [[-4.535, 1.245, -0.196], [-3.273, 1.621, -0.587], [-4.616, -0.008, 0.383], [-2.204, 0.796, -0.532], [-3.560, -0.874, 0.487], [-2.332, -0.517, 0.029], [1.552, -1.601, -0.203], [1.269, -0.343, 0.166], [0.577, -2.599, -0.316], [2.208, 0.705, 0.546], [-1.240, -1.333, 0.053], [4.551, 1.118, -0.241], [3.669, 0.378, 0.696], [-0.667, -2.338, -0.308], [1.804, 1.853, 0.884], [-5.305, 2.041, -0.351], [-3.136, 2.524, -1.010], [-5.544, -0.467, 0.879], [-1.286, 1.067, -0.883], [-3.776, -1.910, 0.838], [2.554, -1.861, -0.356], [0.370, 0.123, -0.040], [0.813, -3.718, -0.615], [4.351, 1.071, -1.246], [5.583, 0.769, -0.119], [4.489, 2.188, -0.193], [3.866, 0.735, 1.622], [3.819, -0.666, 0.612]]
}


[7]
{
  "formula": "C17H60N10O13",
  "method": "ωB97M-V with the def2-TZVPD basis set",
  "charge": 0,
  "lumo_energy_ev": -0.7,
  "e_tot_ha": -2209.1713,
  "multiplicity": 1,
  "homo_ev": -8.8,
  "gap_ev": 8.11,
  "species": ["C", "C", "O", "H", "H", "H", "H", "H", "H", "C", "C", "O", "H", "H", "H", "H", "H", "H", "C", "C", "O", "H", "H", "H", "H", "H", "H", "C", "C", "O", "H", "H", "H", "H", "H", "H", "C", "O", "N", "N", "H", "H", "H", "H", "C", "O", "N", "N", "H", "H", "H", "H", "C", "O", "N", "N", "H", "H", "H", "H", "C", "O", "N", "N", "H", "H", "H", "H", "C", "O", "N", "N", "H", "H", "H", "H", "C", "O", "H", "H", "H", "H", "C", "O", "H", "H", "H", "H", "C", "O", "H", "H", "H", "H", "C", "O", "H", "H", "H", "H"],
  "positions_angstrom": [[3.656, -2.296, 1.209], [4.126, -1.970, 2.656], [5.360, -2.631, 2.915], [4.396, -2.216, 0.414], [2.783, -1.656, 1.027], [3.354, -3.350, 1.221], [3.256, -2.302, 3.350], [4.235, -0.931, 2.758], [5.606, -2.331, 3.808], [-4.318, -0.739, -2.795], [-4.337, -0.978, -1.366], [-3.579, -2.202, -1.013], [-5.022, -1.345, -3.363], [-3.295, -0.958, -3.192], [-4.399, 0.253, -3.086], [-5.322, -1.178, -0.954], [-3.943, -0.142, -0.803], [-3.305, -1.980, -0.120], [4.079, 2.435, 2.092], [2.876, 1.526, 2.596], [2.889, 1.246, 3.945], [4.151, 3.259, 2.777], [3.971, 2.848, 1.072], [5.050, 1.867, 2.190], [2.752, 0.648, 2.037], [1.944, 2.185, 2.544], [1.970, 1.135, 4.206], [-0.906, -3.579, 1.417], [0.412, -3.610, 2.278], [0.528, -4.806, 3.030], [-1.064, -2.667, 0.807], [-1.761, -3.828, 2.057], [-0.787, -4.303, 0.654], [0.355, -2.790, 2.908], [1.244, -3.483, 1.589], [1.412, -4.868, 3.435], [-0.901, -2.904, -2.932], [-0.469, -2.049, -1.901], [-2.131, -3.359, -3.102], [-0.105, -3.210, -3.826], [-2.861, -3.172, -2.286], [-2.453, -3.814, -3.921], [0.732, -2.583, -3.852], [-0.378, -3.765, -4.707], [-3.577, -0.034, 2.400], [-3.306, -1.172, 1.700], [-2.731, 1.008, 2.503], [-4.531, -0.029, 3.292], [-1.923, 0.871, 1.903], [-2.915, 1.995, 2.503], [-5.195, -0.783, 3.262], [-4.727, 0.720, 3.952], [1.347, 3.352, -0.926], [2.012, 4.523, -1.429], [0.583, 2.649, -1.688], [1.454, 3.002, 0.279], [0.526, 2.934, -2.672], [0.173, 1.713, -1.441], [2.147, 3.599, 0.821], [0.995, 2.159, 0.693], [-0.256, 0.219, 0.205], [0.632, -0.769, 0.514], [-0.776, 0.454, -0.991], [-0.532, 1.177, 1.076], [-0.487, -0.441, -1.516], [-1.761, 0.697, -1.243], [-0.132, 1.151, 1.997], [-1.046, 2.001, 0.736], [-2.877, 2.893, -0.366], [-3.224, 2.042, -1.421], [-1.684, 3.360, -0.277], [-3.643, 3.514, 0.506], [-0.923, 3.007, -0.920], [-1.256, 3.837, 0.519], [-4.579, 3.122, 0.635], [-3.232, 4.189, 1.259], [3.676, 0.556, -1.316], [3.519, 1.744, -2.184], [2.733, 0.018, -1.211], [3.941, 0.842, -0.300], [4.473, -0.044, -1.765], [2.679, 2.185, -1.916], [-1.354, 1.736, -4.283], [-0.092, 2.182, -4.573], [-2.101, 1.454, -5.100], [-1.730, 2.563, -3.688], [-1.325, 0.878, -3.686], [0.026, 2.395, -5.523], [1.777, -0.502, -3.777], [2.210, -1.731, -4.112], [0.924, -0.333, -4.381], [2.483, 0.258, -4.047], [1.290, -0.404, -2.759], [3.112, -1.506, -4.442], [-0.112, -0.170, 4.200], [0.062, 1.211, 3.850], [0.938, -0.495, 4.227], [-0.645, -0.629, 3.357], [-0.636, -0.291, 5.143], [-0.204, 1.718, 4.648]]
}


[8]
{
  "formula": "C14H11N4O3RuS",
  "method": "ωB97M-V with the def2-TZVPD basis set",
  "charge": 1,
  "lumo_energy_ev": [-4.2, -5.5],
  "e_tot_ha": -1477.5312,
  "s_squared": 6.05,
  "multiplicity": 5,
  "homo_ev": [-11.7, -11.8],
  "gap_ev": [7.49, 6.31],
  "species": ["Ru", "N", "C", "S", "N", "N", "C", "C", "C", "C", "C", "C", "C", "O", "H", "H", "H", "H", "H", "H", "H", "O", "C", "O", "C", "C", "C", "C", "C", "N", "H", "H", "H", "H"],
  "positions_angstrom": [[-0.209, -0.571, -0.325], [3.577, -0.086, 1.688], [2.312, -0.259, 1.291], [1.996, 0.056, -0.427], [1.427, -0.619, 2.178], [0.159, -0.677, 1.648], [-0.833, -0.806, 2.459], [-2.261, -0.679, 2.123], [-3.109, -0.705, 3.168], [-4.498, -0.269, 3.096], [-4.959, 0.394, 2.036], [-4.104, 0.573, 0.838], [-2.769, -0.196, 0.771], [-1.892, -0.354, -1.499], [4.290, 0.199, 1.041], [3.810, -0.204, 2.660], [-0.578, -0.899, 3.511], [-2.729, -0.987, 4.143], [-5.126, -0.428, 3.962], [-5.971, 0.774, 2.005], [-4.676, 0.515, -0.084], [-3.351, 1.861, 0.785], [-2.209, 1.208, 0.562], [-1.111, 1.629, 0.319], [-2.555, -1.119, -0.536], [-3.830, -1.756, -0.971], [-4.097, -3.045, -0.624], [-3.132, -3.826, 0.036], [-1.815, -3.315, 0.186], [-1.539, -2.098, -0.138], [-4.522, -1.163, -1.553], [-5.043, -3.493, -0.897], [-3.336, -4.846, 0.325], [-1.002, -3.956, 0.509]]
}